# 1
C24H43ClP2Rh as an isolated structure in a non-equilibrium geometry. Source: the OMol25 dataset; level of theory: ωB97M-V/def2-TZVPD.

**⟨S²⟩**: 6.084
**Net charge**: +1
**Energy above the lowest of the compared OMol25 structures with the same formula, charge and spin**: 380.63 kJ/mol
**Multiplicity**: 5
**HOMO (spin up / spin down)**: -8.77 / -10.44 eV

Each line ends with the Löwdin spin population.
Element x y z (Å)
Rh  -0.850  -1.342  1.266  1.016
C  3.266  0.654  -0.962  0.076
C  2.100  1.164  -1.614  0.296
C  2.707  2.651  0.033  0.136
C  3.619  1.570  0.072  0.300
C  1.757  2.391  -0.994  0.140
C  3.951  -0.605  -1.274  -0.019
H  3.949  -0.788  -2.358  0.001
H  3.448  -1.526  -0.757  -0.006
H  4.994  -0.570  -0.932  0.001
C  4.750  1.424  1.014  0.050
H  4.976  0.367  1.202  0.004
H  4.522  1.900  1.977  0.005
H  5.666  1.894  0.623  0.021
C  2.767  3.854  0.894  0.015
H  3.502  4.582  0.516  0.007
H  3.069  3.589  1.915  0.002
H  1.795  4.357  0.934  0.001
C  0.588  3.224  -1.341  0.025
H  0.707  4.241  -0.955  0.001
H  -0.341  2.810  -0.916  0.016
H  0.458  3.282  -2.429  0.003
C  1.368  0.534  -2.729  0.050
H  1.080  1.283  -3.480  0.009
H  0.438  0.050  -2.389  0.018
H  1.977  -0.230  -3.224  0.001
C  -2.260  -2.588  1.789  0.079
C  -1.210  -3.075  0.759  0.228
C  -1.674  -3.251  -0.673  0.040
C  -1.840  -1.872  -1.344  0.026
C  -1.351  -0.757  -0.407  0.114
C  -2.453  0.065  0.251  0.124
C  -3.586  -0.530  1.137  0.045
C  -3.600  -2.051  1.265  0.010
H  -2.596  -3.846  -0.715  0.013
H  -2.878  -1.697  -1.659  0.004
H  -0.903  -3.818  -1.205  0.002
H  -3.893  -2.547  0.339  0.001
H  -2.420  -3.485  2.410  0.029
H  -0.616  -3.906  1.158  0.023
H  -4.351  -2.308  2.018  0.001
H  -3.501  -0.092  2.140  0.007
H  -3.015  0.306  -0.677  0.024
H  -4.552  -0.193  0.737  0.000
H  -1.229  -1.822  -2.256  0.002
H  -0.650  -0.077  -0.899  0.011
P  3.492  -3.241  -0.615  -0.105
C  2.892  -3.222  1.116  -0.011
C  1.854  -3.397  -1.427  -0.009
P  -2.992  3.034  0.138  0.104
C  -2.115  1.524  0.622  0.643
C  -4.003  2.523  -1.340  0.001
C  -4.320  3.156  1.430  0.066
H  2.630  -2.222  1.485  -0.002
H  3.731  -3.607  1.714  -0.001
H  2.035  -3.898  1.235  0.000
H  1.239  -2.489  -1.325  0.001
H  1.319  -4.260  -1.006  -0.002
H  2.045  -3.580  -2.495  0.000
H  -5.309  2.954  0.997  0.006
H  -4.298  4.188  1.812  0.001
H  -4.107  2.462  2.252  0.002
H  -1.377  1.633  1.423  0.035
H  -1.854  -1.929  2.659  0.044
H  -4.079  3.420  -1.976  0.001
H  -5.017  2.218  -1.042  -0.001
H  -3.514  1.732  -1.924  0.001
Cl  1.185  -0.634  3.388  0.086
C  0.772  -0.143  1.767  0.156
H  0.493  0.915  1.754  0.015
H  1.612  -0.352  1.098  0.015

# 2
A 12-piece molecular cluster, C35H103O48P11S overall in a non-equilibrium geometry. Source: the OMol25 dataset; level of theory: ωB97M-V/def2-TZVPD.

**⟨S²⟩**: 0.760
**Net charge**: +1
**Multiplicity**: 2
**HOMO (spin up / spin down)**: -11.27 / -11.27 eV

Each line ends with the Löwdin spin population.
Element x y z (Å)
C  3.630  -11.016  11.277  0.000
O  4.221  -9.756  10.803  0.000
P  3.760  -8.348  11.410  0.000
O  4.696  -7.342  10.856  0.000
O  2.212  -8.175  10.880  0.000
C  1.778  -7.004  10.243  0.000
O  3.501  -8.497  13.023  0.000
C  3.373  -7.370  13.772  0.000
H  4.418  -11.344  11.955  0.000
H  3.502  -11.817  10.548  0.000
H  2.745  -10.697  11.827  0.000
H  2.569  -6.300  9.983  0.000
H  0.909  -6.508  10.676  0.000
H  1.367  -7.299  9.278  0.000
H  2.662  -7.575  14.571  0.000
H  3.028  -6.545  13.149  0.000
H  4.296  -7.217  14.331  0.000
C  1.123  -2.830  15.003  0.000
O  0.421  -3.361  16.104  0.000
P  0.943  -3.054  17.596  0.000
O  0.228  -3.740  18.756  0.000
O  0.880  -1.408  17.591  0.000
C  -0.308  -0.826  18.041  0.000
O  2.559  -3.427  17.473  0.000
C  2.841  -4.755  17.618  0.000
H  2.163  -2.503  15.017  0.000
H  0.524  -1.963  14.724  0.000
H  1.006  -3.596  14.237  0.000
H  -1.130  -0.848  17.325  0.000
H  -0.111  0.237  18.179  0.000
H  -0.534  -1.162  19.053  0.000
H  3.830  -4.777  18.074  0.000
H  2.862  -5.341  16.699  0.000
H  2.169  -5.381  18.205  0.000
C  6.925  -6.159  8.571  0.000
O  8.025  -5.935  7.668  0.000
P  8.644  -7.203  6.858  0.000
O  7.647  -8.201  6.491  0.000
O  9.825  -7.652  7.892  0.000
C  10.764  -8.609  7.495  0.000
O  9.462  -6.450  5.679  0.000
C  9.306  -5.052  5.372  0.000
H  7.007  -5.747  9.577  0.000
H  6.796  -7.234  8.695  0.000
H  6.025  -5.898  8.015  0.000
H  11.705  -8.093  7.300  0.000
H  10.558  -9.174  6.586  0.000
H  10.910  -9.400  8.230  0.000
H  8.982  -4.960  4.335  0.000
H  10.254  -4.553  5.573  0.000
H  8.502  -4.641  5.983  0.000
C  8.598  -0.960  16.064  0.000
O  9.396  -1.926  16.811  0.000
P  9.140  -2.085  18.383  0.000
O  7.696  -2.242  18.705  0.000
O  10.016  -3.372  18.719  0.000
C  10.316  -3.737  20.047  0.000
O  9.956  -0.784  18.970  0.000
C  9.339  -0.065  20.068  0.000
H  9.266  -0.227  15.611  0.000
H  8.054  -0.265  16.703  0.000
H  7.943  -1.343  15.281  0.000
H  9.585  -4.156  20.738  0.000
H  10.831  -2.955  20.604  0.000
H  11.034  -4.550  20.153  0.000
H  8.359  -0.466  20.328  0.000
H  9.235  0.961  19.715  0.000
H  9.993  -0.061  20.940  0.000
C  6.693  -6.137  13.304  0.000
O  7.501  -5.675  14.407  0.000
P  7.015  -5.864  15.988  0.000
O  6.546  -7.201  16.256  0.000
O  8.148  -5.298  17.013  0.000
C  9.529  -5.582  16.860  0.000
O  5.813  -4.802  16.066  0.000
C  5.961  -3.393  16.408  0.000
H  7.287  -6.221  12.394  0.000
H  5.890  -5.496  12.938  0.000
H  6.444  -7.176  13.520  0.000
H  9.916  -5.718  17.870  0.000
H  10.140  -4.767  16.474  0.000
H  9.682  -6.566  16.415  0.000
H  7.003  -3.092  16.521  0.000
H  5.531  -3.080  17.359  0.000
H  5.587  -2.772  15.593  0.000
C  9.498  -8.926  23.026  0.000
O  8.371  -8.140  22.964  0.000
P  7.150  -8.437  21.847  0.000
O  6.355  -9.598  22.167  0.000
O  6.392  -6.977  21.858  0.000
C  5.385  -6.571  20.872  0.000
O  7.899  -8.428  20.388  0.000
C  7.363  -8.841  19.128  0.000
H  9.936  -8.995  24.022  0.000
H  10.200  -8.648  22.240  0.000
H  9.190  -9.966  22.922  0.000
H  5.181  -7.419  20.218  0.000
H  5.672  -5.796  20.161  0.000
H  4.508  -6.166  21.377  0.000
H  6.642  -9.635  18.933  0.000
H  8.123  -9.231  18.452  0.000
H  6.650  -8.113  18.740  0.000
C  6.218  -2.856  10.895  0.000
O  5.423  -1.919  11.556  0.000
P  3.922  -2.297  12.067  0.000
O  3.854  -3.573  12.825  0.000
O  3.595  -0.909  12.764  0.000
C  2.277  -0.514  13.138  0.000
O  3.160  -2.216  10.593  0.000
C  2.102  -3.184  10.303  0.000
H  5.723  -3.769  10.562  0.000
H  7.026  -3.232  11.523  0.000
H  6.729  -2.407  10.044  0.000
H  1.933  0.195  12.385  0.000
H  2.389  -0.171  14.166  0.000
H  1.652  -1.403  13.052  0.000
H  1.165  -3.039  10.842  0.000
H  2.519  -4.140  10.620  0.000
H  1.876  -3.270  9.240  0.000
C  11.649  -3.574  14.165  0.000
O  12.306  -4.383  13.409  0.000
P  11.869  -4.714  11.783  0.000
O  11.292  -3.593  10.926  0.000
O  11.040  -6.080  11.940  0.000
C  10.366  -6.676  10.797  0.000
O  13.288  -5.337  11.205  0.000
C  14.449  -4.636  11.030  0.000
H  10.566  -3.643  14.061  0.000
H  11.853  -2.604  13.711  0.000
H  11.800  -3.618  15.244  0.000
H  9.995  -5.913  10.112  0.000
H  9.483  -7.122  11.255  0.000
H  10.980  -7.475  10.383  0.000
H  15.255  -5.270  10.660  0.000
H  14.651  -4.047  11.925  0.000
H  14.203  -3.935  10.232  0.000
C  11.103  -12.229  12.003  0.000
O  10.841  -11.066  12.743  0.000
P  11.933  -10.109  13.464  0.000
O  12.730  -10.925  14.382  0.000
O  12.764  -9.597  12.221  0.000
C  13.677  -8.539  12.544  0.000
O  11.055  -8.886  14.023  0.000
C  11.641  -7.988  14.939  0.000
H  10.327  -12.454  11.272  0.000
H  11.318  -13.082  12.647  0.000
H  12.010  -12.080  11.417  0.000
H  13.131  -7.634  12.278  0.000
H  14.509  -8.551  11.841  0.000
H  14.125  -8.615  13.534  0.000
H  11.206  -8.091  15.934  0.000
H  11.358  -7.048  14.465  0.000
H  12.709  -8.085  15.133  0.000
C  1.590  -13.016  17.435  0.000
O  2.736  -12.773  18.248  0.000
P  4.126  -11.981  17.877  0.000
O  4.419  -11.009  18.982  0.000
O  3.624  -11.263  16.434  0.000
C  4.346  -10.065  15.984  0.000
O  5.126  -13.119  17.412  0.000
C  5.677  -14.024  18.257  0.000
H  1.560  -14.099  17.320  0.000
H  1.465  -12.583  16.443  0.000
H  0.740  -12.644  18.008  0.000
H  5.265  -10.443  15.534  0.000
H  4.555  -9.268  16.697  0.000
H  3.730  -9.619  15.203  0.000
H  6.716  -14.095  17.936  0.000
H  5.323  -15.028  18.025  0.000
H  5.574  -13.840  19.327  0.000
C  3.927  -2.218  20.221  0.012
O  4.815  -2.232  21.304  0.083
P  4.116  -2.398  22.800  0.008
O  5.108  -2.316  23.903  0.624
O  3.222  -3.710  22.739  0.064
C  2.052  -3.920  23.561  0.004
O  3.071  -1.222  22.849  0.163
C  3.401  0.136  22.615  0.011
H  4.047  -1.255  19.724  0.008
H  2.892  -2.166  20.558  0.001
H  4.081  -3.007  19.485  0.003
H  1.722  -2.936  23.894  0.000
H  2.143  -4.455  24.506  0.003
H  1.193  -4.374  23.067  0.003
H  2.728  0.297  21.773  0.009
H  4.401  0.084  22.185  0.001
H  3.337  0.744  23.517  0.003
C  3.798  2.160  15.928  0.000
C  5.049  1.926  15.166  0.000
O  5.717  0.779  15.763  0.000
S  4.943  0.340  17.200  0.000
O  5.882  0.282  18.324  0.000
O  3.919  -0.728  16.937  0.000
O  4.061  1.777  17.258  0.000
H  3.025  1.511  15.514  0.000
H  3.502  3.208  15.968  0.000
H  5.688  2.784  14.954  0.000
H  4.715  1.729  14.148  0.000

# 3
C7H14NO10Zn as an isolated structure in a non-equilibrium geometry. Source: the OMol25 dataset; level of theory: ωB97M-V/def2-TZVPD.

**Net charge**: -1
**HOMO**: -5.06 eV

Each line ends with the natural charge from an NBO analysis.
Element x y z (Å)
Zn  0.559  1.267  0.657  1.735
O  4.213  0.426  -0.382  -0.687
C  2.914  0.497  -0.009  0.945
O  2.593  0.699  1.198  -0.782
O  1.990  0.607  -0.840  -0.864
H  4.141  0.394  -1.348  0.481
O  -0.139  4.703  -0.857  -0.677
C  -0.006  3.531  -0.220  0.950
O  -0.812  2.568  -0.344  -0.871
O  0.970  3.280  0.551  -0.801
H  -0.884  4.468  -1.441  0.486
O  -0.991  0.827  4.659  -0.733
C  -0.037  1.459  3.926  0.968
O  -0.042  1.244  2.663  -0.948
O  0.761  2.225  4.464  -0.709
H  -1.688  0.499  4.086  0.468
C  -0.257  -2.600  0.626  -0.639
C  -0.542  -1.428  -0.316  -0.097
C  -1.694  -1.797  -1.312  -0.069
O  -1.615  -1.159  -2.557  -0.530
C  -0.583  -1.632  -3.373  -0.256
N  -0.939  -0.206  0.404  -0.907
H  -0.122  -3.566  0.132  0.210
H  -0.882  -2.601  1.516  0.211
H  0.794  -2.510  0.928  0.236
H  0.374  -1.266  -0.884  0.228
H  -2.694  -1.605  -0.925  0.183
H  -1.528  -2.884  -1.353  0.155
H  -0.539  -2.727  -3.408  0.155
H  0.385  -1.260  -3.016  0.181
H  -0.607  -1.303  -4.413  0.189
H  -1.711  0.195  -0.119  0.390
H  -1.384  -0.344  1.309  0.397

# 4
C6H4O4S2 as an isolated structure in a non-equilibrium geometry. Source: the OMol25 dataset; level of theory: ωB97M-V/def2-TZVPD.

**Net charge**: 0
**Energy above the lowest of the compared OMol25 structures with the same formula, charge and spin**: 432.39 kJ/mol
**HOMO**: -10.14 eV

Each line ends with the natural charge from an NBO analysis.
Element x y z (Å)
C  -1.781  2.325  1.144  -0.146
C  -0.686  -1.081  -1.199  -0.167
C  -1.530  -1.657  1.135  -0.084
C  -0.049  0.042  -1.532  -0.413
C  -0.795  1.799  0.723  -0.318
C  -1.120  -1.352  0.077  -0.098
O  2.638  -2.152  0.602  -0.881
O  2.760  -0.250  -0.880  -0.947
O  1.009  0.182  0.937  -0.959
O  1.518  2.044  -0.642  -0.855
S  2.900  -0.766  0.470  1.745
S  0.579  1.061  -0.208  2.109
H  -2.564  2.601  1.885  0.258
H  -1.035  -1.590  -2.088  0.254
H  -2.120  -1.641  2.026  0.240
H  0.277  0.436  -2.449  0.260